A 2-piece molecular cluster, C6H13NO overall. Source: the OMol25 dataset; level of theory: ωB97M-V/def2-TZVPD.

Computed properties:
F_max (eV/Å): 3.7
LUMO (eV): 0.78
ΔE to the lowest compared entry with this formula, charge and spin (kcal per mole): 100.4
SMILES: C=C(C)CO.C=CN
HOMO energy (eV): -7.5

```
21
Properties=species:S:1:pos:R:3:mulliken_charge:R:1
C -0.81999 0.77863 1.39381 -1.09
C -0.63113 0.90317 0.07253 1.05
C -0.57489 2.26560 -0.57150 -1.55
C -1.32709 -0.11900 -0.92045 -0.61
O -1.76506 -1.30466 -0.31098 -0.54
H -1.01518 1.65713 1.98995 0.26
H -0.80561 -0.16346 1.91499 0.39
H -1.56167 2.59007 -0.90360 0.34
H 0.03133 2.23526 -1.47711 0.33
H -0.21358 3.01899 0.12395 0.41
H -2.18060 0.37823 -1.40415 0.36
H -0.63717 -0.41507 -1.71474 0.27
H -2.33527 -1.06667 0.43162 0.34
C 2.24612 -0.45321 -0.40507 -0.70
C 1.83175 -1.19699 0.64708 -0.06
N 0.83729 -2.17339 0.70022 -0.39
H 1.72490 0.27527 -0.99830 0.16
H 3.28836 -0.48447 -0.67637 0.26
H 2.62972 -1.48564 1.33083 0.36
H 0.15483 -2.10652 -0.04336 0.12
H 1.12294 -3.13328 0.82064 0.29
```

---

C16H37NO8P2Si3V as an isolated structure. Source: the OMol25 dataset; level of theory: ωB97M-V/def2-TZVPD.

Computed properties:
F_max (eV/Å): 0.1
LUMO (eV): -9.26
ΔE to the lowest compared entry with this formula, charge and spin (kcal per mole): 0.0
Net charge: +3
HOMO energy (eV): -17.4

```
68
Properties=species:S:1:pos:R:3:mulliken_charge:R:1
V 0.49355 0.03066 -0.42679 0.04
C 0.76882 4.99459 0.29743 -1.59
C 0.73856 3.95252 1.41276 0.86
O 0.43724 4.47283 2.70130 -0.57
P 2.32841 3.00169 1.51429 0.30
O 3.42816 4.08780 1.31718 -0.52
O 2.42094 2.52914 3.01010 -0.54
O 2.26255 1.85284 0.58441 -0.32
P -0.61478 2.76021 1.14033 0.47
O -1.88650 3.63172 1.09695 -0.59
O -0.69337 2.01355 2.65495 -0.40
O -0.52584 1.68152 0.13428 0.08
H 1.54849 5.72390 0.51521 0.45
H -0.19059 5.50748 0.22259 0.53
H 0.99079 4.53361 -0.66674 0.43
H 0.13146 5.39114 2.64256 0.40
H 4.17664 3.95390 0.71722 0.40
H 2.85199 3.11804 3.65027 0.38
H -2.72893 3.27175 0.76565 0.44
C -0.17122 0.56886 3.03146 -0.62
Si -0.54716 -0.79485 1.69486 0.72
C -2.40251 -0.96606 1.77512 -1.09
C 0.32864 -2.22695 2.51359 -1.19
C -0.74828 -0.86542 -1.16835 0.93
Si -2.38441 -0.34881 -2.10241 -0.44
C -3.54226 -1.79751 -2.15383 -0.89
C -1.76255 0.15898 -3.78028 -1.07
C -3.19647 1.11994 -1.27819 -0.78
Si -0.11303 -2.66740 -1.48222 -0.71
C 0.05420 -2.99772 -3.29471 -1.14
C -1.16422 -3.90545 -0.58989 -0.75
C 1.60943 -2.58424 -0.68816 0.48
C 2.52340 -3.62493 -0.64213 -0.68
C 3.74487 -3.44844 -0.00799 -0.50
C 4.03565 -2.21910 0.57191 -0.92
C 3.10168 -1.21035 0.49677 -0.30
N 1.91672 -1.38709 -0.11926 0.73
H -0.73832 0.38761 3.94410 0.53
H -0.57297 2.66662 3.38083 0.53
H 0.87684 0.73605 3.26409 0.34
H -2.69742 -1.33143 2.76222 0.51
H -2.77257 -1.67747 1.03537 0.18
H -2.92456 -0.02260 1.60776 0.35
H -0.16444 -2.48333 3.45453 0.51
H 1.37513 -2.00274 2.72815 0.38
H 0.30645 -3.12083 1.88865 0.22
H -3.14023 -2.64313 -2.71356 0.34
H -4.45399 -1.48348 -2.66953 0.47
H -3.83761 -2.14516 -1.16263 0.34
H -1.21343 -0.62955 -4.29475 0.34
H -1.12763 1.04666 -3.71942 0.28
H -2.61590 0.42104 -4.41146 0.43
H -3.42014 0.95081 -0.22398 0.20
H -4.15044 1.28785 -1.78522 0.55
H -2.59911 2.02438 -1.40646 0.20
H -0.91264 -3.01791 -3.79935 0.40
H 0.50274 -3.98696 -3.42522 0.41
H 0.69707 -2.27690 -3.80146 0.38
H -2.10183 -4.07765 -1.11852 0.43
H -1.39830 -3.63062 0.43823 0.19
H -0.63043 -4.86007 -0.56246 0.50
H 2.27871 -4.57629 -1.09740 0.52
H 4.46155 -4.25824 0.03754 0.48
H 4.97592 -2.04466 1.07543 0.52
H 3.27906 -0.23409 0.92587 0.37
O 1.58038 1.10258 -1.89169 -0.40
H 2.39421 1.57523 -1.67006 0.19
H 1.52382 0.99195 -2.84977 0.23
```

---

A single FH4NSi molecule. Source: the OMol25 dataset; level of theory: ωB97M-V/def2-TZVPD.

Computed properties:
F_max (eV/Å): 5.2
LUMO (eV): 1.06
ΔE to the lowest compared entry with this formula, charge and spin (kcal per mole): 11.0
SMILES: N[SiH2]F
HOMO energy (eV): -9.9

```
7
Properties=species:S:1:pos:R:3:mulliken_charge:R:1
N -0.84890 0.80577 -0.05554 -0.64
Si 0.68993 -0.40372 0.10573 0.58
F 1.97292 0.31999 -0.53691 -0.25
H -1.63335 0.37407 0.43680 0.24
H -1.17585 0.93065 -0.98542 0.22
H 0.43328 -0.36508 1.54971 -0.07
H 0.56197 -1.66167 -0.51437 -0.08
```

---

C7H10NP as an isolated structure. Source: the OMol25 dataset; level of theory: ωB97M-V/def2-TZVPD.

Computed properties:
F_max (eV/Å): 4.5
LUMO (spin up / spin down) (eV): -0.55 / -0.55
ΔE to the lowest compared entry with this formula, charge and spin (kcal per mole): 57.6
HOMO energy (spin up / spin down) (eV): -7.6 / -7.6

```
19
Properties=species:S:1:pos:R:3:mulliken_charge:R:1
C -2.69785 -1.55853 1.14440 -0.47
C -2.10831 -0.30961 1.38275 -0.49
C -2.01612 -2.36838 0.28282 -0.22
C -1.00032 0.20829 0.57920 -0.63
C -0.90999 -1.96034 -0.42799 -0.27
C -0.40074 -0.66124 -0.26818 0.70
C 3.18348 2.39274 -0.01808 -0.96
N 0.73418 -0.45524 -1.03387 -0.46
P 1.72382 0.84814 -1.11205 0.08
H -3.58544 -1.75248 1.81365 0.29
H -2.59373 0.36360 2.04829 0.34
H -2.52697 -3.28000 -0.07484 0.28
H -0.67415 1.18258 0.74439 0.41
H -0.54990 -2.62087 -1.28557 0.26
H 3.70692 2.89726 -0.80036 0.31
H 2.30189 2.85811 0.45985 0.31
H 3.87725 1.93139 0.58456 0.34
H 2.42243 0.25800 -2.31722 0.12
H 1.11355 2.02659 -1.70176 0.08
```

---

C17H31ClN10O9P2Sr as an isolated structure. Source: the OMol25 dataset; level of theory: ωB97M-V/def2-TZVPD.

Computed properties:
F_max (eV/Å): 5.8
LUMO (eV): 4.40
ΔE to the lowest compared entry with this formula, charge and spin (kcal per mole): 109.5
Net charge: -2
HOMO energy (eV): -1.0

```
71
Properties=species:S:1:pos:R:3:mulliken_charge:R:1
Sr 0.68581 -2.12381 -0.46462 2.90
C 3.91681 -1.22281 4.06848 -1.10
N 3.03921 -0.08211 4.21548 0.05
C 3.75071 1.11869 4.59548 -1.12
C 2.03921 0.04869 3.20238 0.12
N 1.93161 -0.56421 2.12578 -0.05
N 1.08521 0.97989 3.64778 -0.19
C -0.11809 1.20809 2.99988 0.48
N -1.13409 1.57729 3.88848 -0.43
N -0.21959 1.14709 1.74948 -0.32
H 4.46871 -1.35641 5.00388 0.29
H 4.62931 -1.11261 3.24258 0.39
H 3.31301 -2.10581 3.87448 0.35
H 4.10201 1.01769 5.63028 0.32
H 3.09731 1.98719 4.52648 0.39
H 4.62681 1.29659 3.95288 0.31
H 2.67091 -1.21801 1.88038 0.11
H 1.01461 0.97169 4.65688 0.29
H -0.89909 2.05259 4.74378 0.18
H -2.00639 1.83649 3.46118 0.21
H -1.14699 1.30299 1.37428 -0.06
O 2.46751 -3.02421 -2.74102 -0.53
P 2.85121 -1.52771 -2.35132 0.37
O 3.73351 -0.89851 -3.35872 -0.89
O 1.62211 -0.80051 -1.89862 -0.01
O 3.76731 -1.77661 -0.97292 -0.12
P 3.44421 -3.01761 -0.02442 0.20
O 4.52301 -4.14611 -0.55152 -0.58
O 3.82341 -2.64851 1.36278 -0.62
O 2.11661 -3.64221 -0.29912 -1.00
H 2.31181 -3.25631 -1.78392 0.22
H 5.33841 -3.95031 -0.09842 0.29
O -1.70929 -1.65151 3.10308 -0.76
C -1.63389 -1.78961 1.88138 -0.04
O -0.67699 -2.22691 1.19908 -1.00
C -2.92119 -1.46331 1.08918 0.36
C -4.15219 -1.83901 1.63468 -0.57
C -5.31409 -1.61521 0.92148 -0.38
C -5.20759 -1.02641 -0.32892 -0.87
C -3.94509 -0.66001 -0.76932 -0.03
N -2.82989 -0.85801 -0.08892 0.39
H -4.16309 -2.29621 2.61168 0.47
H -6.28529 -1.88361 1.32288 0.37
H -6.08079 -0.84321 -0.93962 0.39
H -3.82949 -0.17431 -1.73142 0.15
C -0.78349 0.79579 -2.85312 -0.24
N -0.39199 1.61079 -1.71852 0.73
C 0.65351 2.51549 -2.13632 -0.72
N 0.18631 3.41409 -3.21542 -0.02
C -0.23639 2.56809 -4.32962 -0.68
N -1.29229 1.63719 -3.95522 0.10
C -2.42169 2.39809 -3.44892 -0.68
N -2.07279 3.24759 -2.31002 0.08
C -1.52749 2.36649 -1.25332 -0.79
C -0.98819 4.12859 -2.73422 -0.74
H -1.56089 0.09759 -2.53642 -0.21
H 0.08491 0.23409 -3.19342 0.04
H 1.49941 1.93109 -2.50002 0.26
H 0.97271 3.13189 -1.29042 0.25
H 0.62711 2.00169 -4.68482 0.39
H -0.60169 3.21369 -5.14182 0.36
H -3.20429 1.70099 -3.13492 0.32
H -2.81139 3.03759 -4.25372 0.33
H -2.30559 1.67629 -0.92562 0.07
H -1.22399 3.00059 -0.41502 0.26
H -0.69629 4.75739 -1.88562 0.36
H -1.36049 4.77049 -3.54482 0.36
Cl -2.70219 -3.94941 -1.06532 -0.36
C -1.29779 -3.24891 -1.91522 -0.99
H -1.77609 -2.65591 -2.70592 0.23
H -0.86599 -4.12441 -2.41562 0.34
```

---

C23H22Cl5CrGeN6O3S4 as an isolated structure. Source: the OMol25 dataset; level of theory: ωB97M-V/def2-TZVPD.

Computed properties:
2S+1: 6
F_max (eV/Å): 2.1
LUMO (spin up / spin down) (eV): 3.47 / 3.11
ΔE to the lowest compared entry with this formula, charge and spin (kcal per mole): 0.0
Expectation value of S²: 8.78
Net charge: -2
HOMO energy (spin up / spin down) (eV): -2.5 / -3.4

```
65
Properties=species:S:1:pos:R:3:mulliken_charge:R:1
Cr 0.24930 0.48870 -0.43420 0.64
C -2.92560 0.30700 -1.85030 -1.25
C -2.77050 1.25080 -0.70380 0.78
C -3.93020 1.83550 -0.18230 -0.82
C -3.85770 2.70200 0.87360 -0.92
C -2.58560 3.09070 1.33720 1.13
C -2.41640 4.02410 2.37480 -0.92
C -1.15870 4.44440 2.73480 -0.64
C -0.04690 3.99410 2.03650 -0.54
C -0.17590 3.06510 1.01190 0.31
S 1.18340 2.64930 0.02810 -0.60
C -1.44990 2.52750 0.69750 -0.32
N -1.54540 1.52920 -0.24280 0.72
H -3.17470 0.86680 -2.75360 0.49
H -3.73310 -0.39430 -1.64870 0.41
H -2.00380 -0.24780 -2.01810 -0.30
H -4.87450 1.54700 -0.61180 0.40
H -4.74400 3.10720 1.33350 0.42
H -3.29490 4.40710 2.87320 0.35
H -1.03080 5.16020 3.53310 0.38
H 0.94020 4.36190 2.26320 0.47
Cl 0.34100 -1.52890 4.60810 -0.17
C -0.15340 0.02960 3.94080 -0.63
Cl -0.38910 -0.07980 2.16470 0.09
H 0.63330 0.75710 4.13440 0.33
H -1.10230 0.31830 4.38840 0.37
Cl -4.54940 -1.04120 1.45180 -0.53
Ge -2.44420 -2.02880 0.43620 0.64
Cl -2.18560 -3.78910 1.83840 -0.45
Cl -3.52990 -3.13570 -1.29820 -0.46
S 0.32860 0.86670 -3.34400 -0.33
C -0.56560 -0.37980 -3.99920 -0.14
N -1.48530 -0.22000 -4.99450 -0.16
C -2.32330 -1.39930 -5.10130 -0.38
C -1.50710 -2.45430 -4.32470 -0.27
N -0.45990 -1.67780 -3.68150 0.15
H -1.85890 0.69660 -5.17720 0.29
H -2.46790 -1.67620 -6.14920 0.30
H -3.30580 -1.23550 -4.64370 0.23
H -1.03760 -3.18140 -4.99730 0.38
H -2.11550 -2.98740 -3.59060 0.04
H -0.16120 -1.92380 -2.71670 0.00
O 7.97760 1.46340 3.70120 -0.68
S 9.05380 1.06850 2.80680 1.21
O 9.88370 2.17590 2.34720 -0.70
O 9.80000 -0.10390 3.25310 -0.70
C 8.25960 0.47060 1.26010 0.07
N 9.13200 0.17680 0.31090 -0.50
C 8.62610 -0.28070 -0.82670 -0.39
C 7.26900 -0.43240 -1.03200 -0.53
C 6.42200 -0.08330 0.02970 0.51
N 6.95710 0.36140 1.18180 -0.33
C 4.97480 -0.14880 -0.05140 1.26
C 4.27040 -0.56120 -1.19500 -1.12
C 2.89670 -0.53270 -1.20810 -0.29
N 2.14780 -0.12030 -0.17280 0.65
C 2.82140 0.22290 0.94630 -0.55
C 4.18760 0.23510 1.04820 -0.90
H 9.34160 -0.51740 -1.60790 0.40
H 6.88770 -0.79980 -1.97180 0.35
H 4.78190 -0.89060 -2.08580 0.27
H 2.34490 -0.85140 -2.08620 0.27
H 2.21270 0.52390 1.79020 0.31
H 4.67480 0.55370 1.95630 0.65
S -0.25650 -1.83450 -0.68120 -0.76
```